(1)
The following is a quantum chemistry calculation of 7 unconnected molecules or ions with the total composition C29H65N7O13P2S2, from the OMol25 dataset.

Last column: Löwdin charge in e.
Atoms and positions in Å:
C (-0.54, 3.91, 0.62)  0.007
C (0.47, 2.96, 0.04)  -0.492
O (1.06, 3.22, -0.95)  0.131
N (0.69, 1.74, 0.76)  -0.155
C (2.10, 1.56, 1.15)  -0.053
C (0.13, 0.59, 0.10)  -0.192
C (-0.11, -0.62, 1.04)  -0.154
C (-1.54, -1.24, 0.94)  -0.176
C (-2.31, -1.38, 2.28)  -0.155
C (-3.56, -0.51, 2.47)  -0.302
C (-4.85, -1.09, 1.79)  -0.141
C (-5.57, -0.19, 0.76)  -0.330
P (-6.91, 0.86, 1.51)  0.444
O (-8.19, 0.43, 1.00)  -0.249
O (-6.89, 0.74, 3.11)  -0.105
O (-6.70, 2.41, 1.18)  -0.118
C (-4.67, 0.61, -0.19)  -0.493
P (-4.22, -0.52, -1.62)  0.466
S (-5.72, -0.65, -2.86)  0.272
O (-3.53, 1.29, 0.39)  -0.225
S (-3.37, 1.20, 1.98)  0.629
O (-4.23, 2.07, 2.70)  -0.240
O (-2.02, 1.54, 2.26)  -0.227
H (-0.29, 4.95, 0.40)  0.080
H (-1.53, 3.74, 0.20)  0.080
H (-0.61, 3.78, 1.70)  0.066
H (2.45, 2.49, 1.58)  0.098
H (2.10, 0.85, 1.99)  0.083
H (2.74, 1.18, 0.36)  0.059
H (0.76, 0.27, -0.75)  0.124
H (-0.83, 0.87, -0.34)  0.103
H (0.11, -0.36, 2.07)  0.100
H (0.63, -1.38, 0.74)  0.102
H (-2.11, -0.76, 0.14)  0.053
H (-1.37, -2.27, 0.59)  0.107
H (-2.61, -2.42, 2.41)  0.116
H (-1.62, -1.13, 3.09)  0.112
H (-3.76, -0.47, 3.54)  0.138
H (-4.59, -2.05, 1.35)  0.114
H (-5.57, -1.30, 2.58)  0.111
H (-6.14, -0.87, 0.13)  0.099
H (-6.68, 1.63, 3.45)  0.092
H (-6.87, 2.56, 0.23)  0.096
H (-5.29, 1.37, -0.66)  0.099
H (-3.01, -0.11, -2.22)  0.002
H (-4.06, -1.80, -1.04)  0.002
C (7.31, -1.20, -0.86)  -0.056
N (6.29, -0.56, -0.05)  0.002
C (5.69, 0.65, -0.23)  -0.536
C (6.11, 1.46, -1.43)  -0.001
O (4.84, 1.04, 0.56)  0.013
H (6.92, -2.16, -1.22)  0.067
H (8.19, -1.38, -0.23)  0.054
H (7.60, -0.60, -1.72)  0.079
H (5.96, -1.05, 0.77)  0.118
H (5.55, 2.39, -1.44)  0.086
H (7.18, 1.70, -1.37)  0.084
H (5.90, 0.92, -2.35)  0.087
C (-0.79, 7.76, 4.12)  -0.079
N (0.26, 7.11, 3.35)  0.005
C (0.91, 5.96, 3.62)  -0.561
C (0.54, 5.21, 4.88)  -0.010
O (1.78, 5.55, 2.86)  0.027
H (-1.69, 7.85, 3.51)  0.082
H (-0.46, 8.76, 4.41)  0.081
H (-1.03, 7.20, 5.02)  0.071
H (0.56, 7.55, 2.50)  0.138
H (1.15, 4.32, 4.96)  0.082
H (0.72, 5.83, 5.76)  0.083
H (-0.51, 4.92, 4.85)  0.084
C (-8.92, -5.47, -4.18)  -0.079
N (-7.50, -5.56, -3.86)  0.001
C (-6.55, -4.61, -3.98)  -0.552
C (-6.97, -3.26, -4.52)  -0.058
O (-5.39, -4.85, -3.66)  0.020
H (-9.50, -5.67, -3.28)  0.082
H (-9.16, -6.22, -4.93)  0.081
H (-9.17, -4.49, -4.56)  0.072
H (-7.16, -6.44, -3.50)  0.137
H (-6.10, -2.61, -4.56)  0.005
H (-7.37, -3.36, -5.53)  0.087
H (-7.71, -2.81, -3.86)  0.073
C (4.79, -4.09, 1.89)  -0.072
N (5.16, -3.88, 0.50)  0.012
C (5.51, -4.80, -0.43)  -0.549
C (5.53, -6.25, 0.00)  -0.010
O (5.79, -4.46, -1.56)  0.032
H (3.78, -3.70, 2.06)  0.082
H (5.48, -3.53, 2.53)  0.080
H (4.82, -5.14, 2.16)  0.072
H (5.16, -2.93, 0.15)  0.110
H (5.83, -6.86, -0.85)  0.082
H (6.26, -6.40, 0.80)  0.085
H (4.54, -6.57, 0.33)  0.083
C (-3.03, 0.23, -6.71)  -0.078
N (-4.12, 0.78, -5.93)  0.004
C (-4.78, 1.96, -6.12)  -0.558
C (-4.34, 2.82, -7.28)  -0.015
O (-5.69, 2.29, -5.38)  0.019
H (-3.33, -0.74, -7.12)  0.083
H (-2.17, 0.08, -6.06)  0.081
H (-2.75, 0.88, -7.53)  0.070
H (-4.46, 0.24, -5.15)  0.060
H (-4.95, 3.72, -7.30)  0.080
H (-3.29, 3.11, -7.16)  0.083
H (-4.46, 2.29, -8.22)  0.082
C (10.61, -0.96, 4.59)  -0.074
N (10.33, -1.64, 3.34)  0.006
C (9.38, -1.35, 2.41)  -0.533
C (8.49, -0.17, 2.69)  0.006
O (9.28, -2.03, 1.40)  0.015
H (11.64, -0.60, 4.58)  0.084
H (10.50, -1.67, 5.42)  0.083
H (9.94, -0.12, 4.75)  0.072
H (10.90, -2.44, 3.09)  0.140
H (7.78, -0.05, 1.87)  0.057
H (7.92, -0.32, 3.61)  0.090
H (9.08, 0.75, 2.77)  0.091

Properties
Spin multiplicity: 1
SMILES: CC(=O)N(C)CCCC[C@@H]1C[C@@H](P(=O)(O)O)[C@H]([PH2]=S)OS1(=O)=O.CNC(C)=O.CNC(C)=O.CNC(C)=O.CNC(C)=O.CNC(C)=O.CNC(C)=O

(2)
The following is a quantum chemistry calculation of 7 unconnected molecules or ions with the total composition C29H66BClN7O12, from the OMol25 dataset.

Last column: Löwdin charge in e.
Atoms and positions in Å:
C (4.75, 0.58, 0.60)  -0.068
C (5.18, -0.58, -0.43)  -0.228
O (4.91, -1.85, 0.24)  -0.183
C (4.78, -2.91, -0.74)  -0.144
C (3.25, -3.46, -0.77)  -0.108
O (2.42, -2.29, -0.63)  -0.068
N (1.07, -2.50, -0.74)  -0.137
C (0.59, -3.30, 0.49)  -0.056
C (0.29, -4.84, 0.20)  -0.197
C (0.58, -5.63, 1.60)  -0.485
Cl (1.76, -7.02, 1.21)  0.482
C (0.57, -3.03, -2.04)  -0.090
C (0.67, -2.07, -3.31)  -0.040
C (2.11, -1.44, -3.60)  -0.383
O (2.35, -0.25, -3.34)  0.099
O (3.11, -2.27, -4.19)  0.056
B (0.43, -1.11, -0.50)  -0.536
O (1.20, -0.03, 0.06)  0.156
O (-0.94, -0.87, -0.87)  -0.002
C (-1.53, 0.11, 0.06)  -0.028
H (4.66, 0.20, 1.67)  0.083
H (5.51, 1.42, 0.48)  0.085
H (3.72, 0.99, 0.28)  0.066
H (4.60, -0.45, -1.40)  0.120
H (6.31, -0.52, -0.58)  0.131
H (5.53, -3.75, -0.54)  0.147
H (4.99, -2.53, -1.81)  0.126
H (3.16, -4.03, -1.75)  0.126
H (3.19, -4.22, 0.08)  0.134
H (-0.37, -2.79, 0.90)  0.167
H (1.39, -3.11, 1.30)  0.162
H (0.96, -5.33, -0.57)  0.083
H (-0.83, -4.99, 0.01)  0.135
H (-0.35, -6.11, 2.04)  0.073
H (1.16, -4.97, 2.34)  0.083
H (1.01, -4.05, -2.35)  0.147
H (-0.55, -3.25, -1.90)  0.175
H (-0.14, -1.26, -3.37)  0.152
H (0.45, -2.74, -4.23)  0.152
H (3.04, -3.15, -3.77)  0.092
H (1.49, -0.29, 0.96)  0.140
H (-1.13, 1.17, -0.12)  0.086
H (-1.24, -0.26, 1.12)  0.110
H (-2.66, 0.18, -0.01)  0.116
C (-1.05, 4.12, -1.10)  -0.335
O (-1.04, 3.33, -0.17)  -0.025
N (-0.06, 4.27, -2.01)  -0.178
C (-0.14, 5.24, -3.09)  -0.049
C (1.12, 3.43, -1.91)  -0.045
H (-1.90, 4.80, -1.26)  0.127
H (-0.09, 4.72, -4.04)  0.089
H (0.69, 5.94, -3.00)  0.089
H (-1.08, 5.80, -3.04)  0.087
H (0.82, 2.38, -1.98)  0.082
H (1.59, 3.60, -0.94)  0.062
H (1.82, 3.67, -2.71)  0.097
C (3.09, 6.27, 0.20)  -0.316
O (2.69, 5.77, -0.83)  -0.005
N (2.49, 6.15, 1.42)  -0.190
C (3.04, 6.78, 2.61)  -0.049
C (1.27, 5.37, 1.53)  -0.039
H (4.01, 6.88, 0.23)  0.115
H (3.26, 6.00, 3.35)  0.092
H (2.30, 7.47, 3.02)  0.095
H (3.95, 7.33, 2.38)  0.050
H (1.47, 4.35, 1.20)  0.080
H (0.51, 5.80, 0.88)  0.093
H (0.92, 5.37, 2.56)  0.091
C (6.41, 9.48, 2.03)  -0.324
O (5.76, 8.54, 2.47)  -0.002
N (6.85, 9.61, 0.75)  -0.201
C (7.62, 10.75, 0.31)  -0.058
C (6.54, 8.56, -0.20)  -0.042
H (6.70, 10.33, 2.68)  0.134
H (7.08, 11.26, -0.49)  0.091
H (8.59, 10.41, -0.06)  0.091
H (7.78, 11.46, 1.13)  0.086
H (5.45, 8.46, -0.28)  0.076
H (6.96, 7.62, 0.15)  0.097
H (6.96, 8.80, -1.18)  0.091
C (-4.70, 7.83, -0.06)  -0.348
O (-3.60, 8.16, 0.35)  0.011
N (-5.31, 6.64, 0.20)  -0.208
C (-6.63, 6.32, -0.32)  -0.064
C (-4.62, 5.65, 1.00)  -0.041
H (-5.31, 8.51, -0.68)  0.131
H (-7.30, 6.12, 0.52)  0.089
H (-6.56, 5.43, -0.95)  0.087
H (-7.03, 7.15, -0.91)  0.084
H (-4.41, 6.08, 1.99)  0.096
H (-3.67, 5.40, 0.52)  0.077
H (-5.22, 4.75, 1.12)  0.087
C (-3.30, -6.71, 2.84)  -0.364
O (-3.45, -6.00, 1.86)  -0.022
N (-3.27, -8.07, 2.83)  -0.191
C (-3.08, -8.84, 4.03)  -0.055
C (-3.45, -8.77, 1.56)  -0.053
H (-3.15, -6.28, 3.84)  0.128
H (-2.18, -9.46, 3.92)  0.090
H (-3.95, -9.49, 4.19)  0.094
H (-2.96, -8.19, 4.90)  0.083
H (-2.65, -8.46, 0.87)  0.091
H (-4.41, -8.49, 1.14)  0.069
H (-3.40, -9.84, 1.71)  0.087
C (-6.15, -10.47, -0.26)  -0.310
O (-5.63, -10.03, 0.75)  -0.022
N (-7.38, -10.13, -0.73)  -0.201
C (-7.93, -10.69, -1.94)  -0.058
C (-8.16, -9.16, 0.02)  -0.040
H (-5.64, -11.21, -0.90)  0.137
H (-8.13, -9.88, -2.65)  0.090
H (-8.86, -11.21, -1.70)  0.092
H (-7.24, -11.40, -2.40)  0.085
H (-7.61, -8.22, 0.09)  0.094
H (-8.33, -9.54, 1.03)  0.095
H (-9.12, -8.99, -0.47)  0.089

Properties
Spin multiplicity: 1
Total charge: +1

Number 1: E_tot -108426.3816 eV. Number 2: E_tot -79334.3283 eV.